{
  "formula": "H16NeO8",
  "method": "ωB97M-V/def2-TZVPD",
  "e_above_lowest_kcal_mol": 13.9,
  "e_tot_ha": -740.4406,
  "lumo_ev": -0.47,
  "charge": 0,
  "gap_ev": 9.94,
  "homo_ev": -10.4,
  "elements": ["Ne", "O", "H", "H", "O", "H", "H", "O", "H", "H", "O", "H", "H", "O", "H", "H", "O", "H", "H", "O", "H", "H", "O", "H", "H"],
  "coordinates": [[-16.90418, 11.44107, -11.07297], [-16.89190, 8.86271, -9.38204], [-16.24626, 8.21898, -9.67360], [-17.52655, 8.90694, -10.09722], [-15.63629, 14.28066, -10.91408], [-14.77183, 14.21333, -10.50860], [-15.85984, 15.20917, -10.84985], [-14.86738, 11.01351, -9.05146], [-14.53252, 11.21818, -9.92450], [-15.56395, 10.37523, -9.20515], [-15.63095, 10.82738, -13.84682], [-16.32377, 11.48781, -13.85503], [-14.83496, 11.31714, -13.64002], [-18.21513, 12.11642, -14.10476], [-18.30451, 12.22796, -13.15829], [-18.57162, 11.24523, -14.27846], [-18.41807, 13.21937, -9.68041], [-18.92271, 12.66481, -10.27541], [-17.59638, 13.38266, -10.14345], [-18.52600, 8.41552, -11.44088], [-19.33211, 8.23006, -10.95918], [-18.81614, 8.88684, -12.22184], [-19.76127, 11.62452, -11.30043], [-20.45596, 12.18959, -11.63857], [-20.14726, 10.74864, -11.29176]],
  "lowdin_charge": [0.062, -0.054, 0.051, -0.028, -0.043, 0.040, 0.043, -0.063, 0.014, -0.028, -0.064, -0.024, 0.029, -0.036, 0.010, 0.045, -0.070, -0.055, -0.022, -0.022, 0.063, 0.051, -0.030, 0.077, 0.054]
}



{
  "formula": "C27H33ClFeN15O4",
  "method": "ωB97M-V/def2-TZVPD",
  "e_above_lowest_kcal_mol": 11.9,
  "e_tot_ha": -3894.1939,
  "lumo_ev": [-6.16, -7.44],
  "spin_multiplicity": 6,
  "charge": 2,
  "gap_ev": [7.66, 6.38],
  "s_squared": 8.757,
  "homo_ev": [-13.8, -13.8],
  "elements": ["Fe", "C", "C", "N", "C", "C", "N", "C", "C", "C", "C", "C", "N", "C", "C", "N", "C", "C", "N", "C", "C", "C", "N", "C", "C", "H", "H", "H", "H", "H", "H", "H", "H", "H", "H", "H", "H", "C", "N", "C", "C", "N", "N", "C", "N", "N", "H", "H", "H", "H", "H", "H", "H", "H", "H", "H", "H", "O", "Cl", "O", "O", "O", "C", "C", "C", "C", "N", "C", "N", "N", "N", "H", "H", "H", "H", "H", "H", "H", "H", "H", "H"],
  "coordinates": [[-0.37944, 0.74797, -0.71373], [-3.30571, -2.66633, -2.86294], [-2.67459, -1.43033, -2.76201], [-2.35872, -0.89816, -1.59057], [-2.70927, -1.58749, -0.50280], [-3.31593, -2.83673, -0.61323], [-3.60013, -3.38214, -1.78804], [-2.51816, -0.89219, 0.78944], [-3.03213, -1.37360, 1.98258], [-3.02442, -0.56583, 3.11530], [-2.54901, 0.73485, 2.98094], [-2.02142, 1.13745, 1.77173], [-1.95756, 0.32264, 0.71020], [-1.60856, 2.52648, 1.46770], [-1.68149, 3.59264, 2.36398], [-1.46811, 4.83980, 1.97789], [-1.18671, 5.03891, 0.69450], [-1.03154, 3.98112, -0.18828], [-1.22757, 2.72837, 0.20680], [-3.56455, -1.05336, 4.40069], [-3.31702, -2.35460, 4.82695], [-3.83731, -2.76121, 6.04648], [-4.57472, -1.98134, 6.82800], [-4.81329, -0.74351, 6.41125], [-4.32861, -0.22703, 5.21885], [-3.56130, -3.07982, -3.83050], [-2.42760, -0.88391, -3.66615], [-3.58014, -3.41484, 0.26200], [-3.50110, -2.34416, 2.03260], [-2.58568, 1.41102, 3.82258], [-1.91659, 3.43485, 3.40882], [-1.06621, 6.06322, 0.36521], [-0.73788, 4.14098, -1.21832], [-2.70110, -3.03120, 4.24906], [-3.64546, -3.76277, 6.41389], [-5.42371, -0.12857, 7.06245], [-4.57648, 0.78563, 4.92935], [3.54817, 3.58152, -0.33478], [2.78278, 3.60066, -1.58370], [3.16558, 4.58420, -2.59668], [1.75501, 2.76622, -1.75814], [1.25726, 1.99693, -0.83836], [1.19170, 2.77083, -3.04002], [0.20893, 1.91601, -3.49360], [0.07880, 1.85996, -4.82496], [-0.54006, 1.23275, -2.67956], [4.56942, 3.87658, -0.55997], [3.58344, 2.57877, 0.08576], [3.12778, 4.27220, 0.39851], [3.85575, 5.28679, -2.14087], [2.30420, 5.15753, -2.94262], [3.67989, 4.12068, -3.44301], [1.71005, 2.13055, 0.06094], [1.70147, 3.27433, -3.74676], [0.69073, 2.35585, -5.45000], [-0.64566, 1.30269, -5.24396], [-1.11823, 0.57486, -3.18832], [1.91943, 1.71565, 2.18547], [1.93216, 0.37192, 1.69536], [2.89342, 0.22731, 0.64947], [2.08214, -0.59857, 2.70692], [0.56097, 0.14147, 1.09095], [4.42867, -3.28583, -2.46298], [3.79506, -4.06283, -1.31452], [4.12616, -3.44226, 0.03751], [2.29323, -4.25001, -1.51373], [1.55970, -2.97911, -1.63537], [1.13711, -2.12774, -0.70854], [0.52068, -1.13502, -1.32718], [0.60235, -1.40384, -2.65221], [1.22255, -2.49622, -2.83919], [5.51396, -3.30743, -2.37640], [4.12209, -2.23651, -2.44102], [4.16091, -3.69810, -3.43653], [4.18685, -5.08435, -1.32629], [3.80407, -2.40056, 0.09377], [5.20354, -3.44525, 0.19796], [3.67178, -3.99373, 0.86309], [1.84292, -4.79326, -0.68306], [2.07376, -4.78059, -2.43844], [1.24868, -2.26190, 0.35243]],
  "lowdin_charge": [1.059, -0.075, -0.100, 0.090, -0.192, -0.038, 0.123, -0.168, 0.079, -0.102, 0.087, -0.182, 0.053, -0.170, -0.023, 0.130, -0.072, -0.080, 0.071, -0.178, -0.006, -0.113, 0.089, -0.111, -0.004, 0.124, 0.104, 0.122, 0.123, 0.127, 0.129, 0.123, 0.112, 0.117, 0.118, 0.118, 0.117, 0.008, -0.116, -0.016, -0.376, 0.078, 0.181, -0.442, 0.214, 0.056, 0.106, 0.076, 0.114, 0.104, 0.101, 0.107, 0.026, 0.129, 0.130, 0.131, 0.038, -0.291, 0.700, -0.316, -0.245, -0.455, -0.067, -0.406, -0.060, -0.085, -0.061, -0.084, -0.039, 0.005, 0.104, 0.089, 0.074, 0.084, 0.146, 0.060, 0.093, 0.088, 0.136, 0.134, 0.145]
}



Question: Look up the charge of the first one.
Answer: 0



Question: The lowest charge belongs to which entry?
Answer: H16NeO8



Question: Among the records above, which one has the lowest charge?
Answer: H16NeO8



Question: Which value of charge does entry 2 give?
Answer: +2